# 1
Formula: C24H35Cl2FO18
Source: the OMol25 dataset
Level of theory: wB97M-V/def2-TZVPD

Summary:
HOMO-LUMO gap in eV: 10.4
LUMO in hartree: -0.00497

```
80
Properties=species:S:1:pos:R:3:forces:R:3:mulliken_charge:R:1
C 6.341 -0.600 1.152 0.916 -0.072 1.689 0.463
C -0.725 -5.327 -3.885 1.115 1.624 -0.343 -0.542
H -0.909 -1.019 3.399 -0.305 -0.324 -0.006 -0.400
C -1.954 -2.130 5.099 1.912 1.866 0.185 -0.297
C 4.288 -1.256 0.275 0.354 -0.210 0.778 0.604
H 2.838 -2.931 0.390 -0.144 0.228 0.043 0.351
C 0.764 0.707 1.475 2.581 1.414 1.555 0.433
H 3.754 -0.607 -0.420 0.537 -0.474 -0.927 0.187
C -2.630 1.633 -6.273 -0.229 -1.179 0.506 -0.411
H 3.417 -1.114 2.153 0.360 0.463 1.103 0.204
O -2.238 0.072 4.491 -0.158 1.807 -1.794 -0.233
H 3.648 0.494 1.375 -0.119 -0.169 0.289 0.057
C 3.893 -2.746 0.183 -0.205 0.617 0.184 -1.358
C 4.289 3.243 3.204 0.896 0.535 -0.192 0.116
H 0.920 -1.463 -0.362 -0.252 -0.036 -0.197 0.049
H -0.852 3.118 3.140 0.125 0.964 -0.157 0.190
H -1.387 -2.386 5.994 -0.391 -0.028 0.224 0.273
H -1.570 -2.744 -1.688 -0.161 -0.160 -0.010 0.239
C -0.970 -3.182 -2.485 -1.497 -0.921 -0.077 -1.275
Cl 4.522 4.909 3.745 -0.572 0.699 0.588 -0.186
O -4.417 0.257 4.985 -0.246 -0.222 -0.580 -0.555
O -1.200 4.362 1.172 0.632 1.202 -1.620 -0.313
H 0.779 2.179 -7.056 -0.310 0.286 0.293 0.341
H 3.243 3.010 3.002 0.296 0.174 -0.165 -0.038
H 4.463 -3.345 0.893 0.096 0.142 0.036 0.376
Cl 4.915 2.114 4.392 -0.067 -0.275 0.132 -0.153
C 0.009 -0.356 5.254 -1.651 -1.089 -0.497 -1.384
H 0.651 -1.212 5.459 0.464 0.181 -0.358 0.411
C -1.227 -0.892 4.434 1.112 -0.348 1.419 0.997
C -1.470 -6.746 -2.316 -0.075 -0.313 -0.046 0.610
O 1.332 1.164 2.488 -2.029 -1.644 -3.973 -0.345
C -2.343 3.649 1.608 0.857 0.167 1.444 0.665
C 0.541 -0.448 -0.485 -0.024 1.340 -0.475 -0.281
C -1.644 -4.546 -2.960 1.891 1.421 -0.064 0.430
O -1.274 0.715 -3.199 -0.229 1.046 -2.516 -0.562
C -3.423 -0.394 4.909 0.640 2.453 0.768 0.645
O 5.400 -0.229 2.136 0.571 -0.971 -1.492 -0.312
H -3.461 2.331 -6.375 -0.161 -0.411 0.242 0.286
H -2.420 3.767 3.794 0.082 -0.531 0.162 0.449
O -2.898 5.694 0.696 0.219 1.244 -1.106 -0.342
H 0.033 -3.289 -2.070 0.053 -0.357 -0.360 0.343
H -3.631 5.097 2.512 -0.373 0.313 -0.131 0.296
H 0.314 -5.069 -3.678 0.166 0.107 0.190 0.313
O -0.987 6.005 -0.420 -0.017 -0.427 0.903 -0.554
H -1.436 0.254 -0.635 -0.626 0.818 1.027 0.210
H -4.327 4.275 1.051 -0.203 0.420 0.103 0.294
C -1.305 2.343 -6.219 2.253 -0.101 -2.126 0.363
H -2.611 -4.360 -3.428 -0.168 0.034 0.223 0.310
H -0.586 2.264 -8.198 0.378 -0.065 -0.377 0.384
H -1.883 -3.005 4.452 -1.351 0.040 -0.115 0.309
C -1.935 3.166 3.024 -0.374 -1.088 -1.273 -1.111
H -1.007 -2.450 -3.292 0.266 -0.116 -0.156 0.382
O -2.659 0.876 -5.005 0.507 1.274 -0.058 -0.341
H -2.074 2.085 3.027 -1.086 0.070 0.833 0.118
O -3.200 -1.518 5.497 -0.276 -4.696 0.497 -0.373
H -0.247 0.775 -7.342 -0.134 -0.054 0.229 0.350
O 1.346 0.448 0.237 1.111 0.814 2.411 -0.341
O 7.537 -0.447 1.286 -2.637 -0.213 -0.589 -0.536
O -0.534 0.428 1.384 -1.508 -0.483 -0.662 -0.322
H -2.636 0.828 -7.008 -0.239 0.466 -0.403 0.289
H -0.863 -5.015 -4.920 -0.407 -0.916 -0.220 0.369
O -0.726 1.919 -5.049 1.221 0.150 3.103 -0.311
C -1.608 5.414 0.414 0.401 0.103 -0.767 0.557
H 0.470 0.451 4.685 0.215 -0.132 0.380 0.196
C -0.823 -0.222 0.131 1.450 -0.954 -0.744 0.566
O -1.683 -7.774 -1.734 0.243 1.817 -0.514 -0.509
H -0.367 -0.063 6.235 0.043 0.428 -0.069 0.411
C -3.446 4.732 1.501 -0.144 -2.301 1.506 -0.349
H 4.989 3.320 2.372 -0.627 -1.146 -0.320 0.238
C 4.100 -0.474 1.594 -0.390 -0.380 -0.549 0.004
H 4.089 -3.129 -0.818 0.113 0.116 0.002 0.330
O 5.716 -1.253 0.144 0.638 0.909 -0.582 -0.387
F -1.305 -1.468 0.317 -1.141 -0.449 1.054 -0.305
O -1.753 -5.451 -1.897 -0.492 -1.744 1.058 -0.356
H 0.495 -0.061 -1.503 0.335 -0.604 -0.193 0.384
H -1.322 3.432 -6.214 -0.414 -0.014 -0.003 0.344
O -0.878 -6.678 -3.551 -0.938 -0.487 0.253 -0.340
C -0.247 1.861 -7.244 -1.321 0.484 -1.145 -1.377
H -2.504 2.837 0.899 -0.105 -0.168 0.100 0.141
C -1.505 1.167 -4.324 -1.259 -1.964 2.442 0.624
```
Positions in Å, forces in eV/Å.

# 2
Formula: C4H11N3O2
Source: the OMol25 dataset
Level of theory: wB97M-V/def2-TZVPD

Summary:
HOMO-LUMO gap in eV: 10.0
LUMO in hartree: 0.01669

```
20
Properties=species:S:1:pos:R:3:forces:R:3:mulliken_charge:R:1
O 1.927 1.152 -3.123 -0.455 -0.436 -0.399 -0.590
N -1.091 0.211 0.455 0.684 -0.291 -0.222 -0.507
O 1.615 0.735 -1.019 -4.306 -0.854 2.441 -0.511
C -1.334 -0.284 1.608 -1.100 -0.714 1.473 0.351
N -0.500 -1.221 2.206 -0.021 1.853 -1.558 -0.144
H -2.465 1.120 2.409 -0.614 -0.251 0.088 0.200
H 0.680 0.554 -0.448 3.098 0.324 -1.230 0.419
H 1.264 -1.982 2.590 0.440 -0.593 -0.201 0.364
C 1.200 0.660 -2.290 2.360 1.595 -0.184 0.721
H 1.479 -0.368 2.556 -0.896 0.524 -0.572 0.301
C 0.926 -1.143 1.990 0.895 -1.502 2.270 -0.941
H -0.246 -0.904 -2.018 0.739 -0.309 -0.150 0.383
N -2.425 0.110 2.446 0.525 1.460 -2.311 -0.483
H -0.110 -0.211 -3.625 -0.117 -0.196 -1.362 0.319
H -0.974 -1.935 2.721 0.490 -0.082 0.415 0.254
C -0.060 0.004 -2.600 -1.475 -1.460 1.149 -1.035
H -0.964 0.490 -2.279 -0.191 1.182 -0.130 0.273
H -1.847 0.652 -0.061 0.006 0.387 0.935 0.168
H 1.392 -1.271 1.030 -0.593 0.126 -0.792 0.286
H -2.917 -0.300 3.206 0.532 -0.762 0.340 0.174
```
Positions in Å, forces in eV/Å.

# 3
Formula: C5H12O2
Source: the OMol25 dataset
Level of theory: wB97M-V/def2-TZVPD

Summary:
HOMO-LUMO gap in eV: 8.7
LUMO in hartree: 0.02266

```
19
Properties=species:S:1:pos:R:3:forces:R:3:mulliken_charge:R:1
C 0.595 0.353 0.632 0.272 -0.250 -0.046 0.484
O 0.134 1.528 1.160 -0.171 0.068 -0.041 -0.598
H -1.579 1.903 -2.278 0.010 0.024 -0.083 -0.198
C -1.763 -0.308 -0.206 0.127 -0.301 -0.047 -0.538
C 2.532 -1.322 0.610 -0.032 -0.084 -0.076 -1.067
H -1.246 1.889 -2.943 -0.047 0.025 0.022 0.194
H 2.732 -1.974 1.470 -0.032 0.080 -0.134 0.270
H 2.287 0.540 1.772 -0.085 -0.101 -0.035 0.377
H 0.070 -1.278 -0.668 -0.011 0.171 0.038 0.164
O -2.253 1.013 0.050 -0.277 0.033 0.111 -0.529
C -0.258 -0.254 -0.462 0.009 -0.018 -0.080 -0.310
H -3.111 0.949 0.487 0.151 0.055 -0.116 0.283
C 1.786 -0.093 1.039 -0.144 0.079 0.021 -0.355
H 1.997 -1.919 -0.137 0.061 0.117 0.127 0.291
H -2.259 -0.707 -1.102 0.088 0.010 0.165 0.288
H -0.096 0.320 -1.383 -0.006 -0.043 0.142 0.110
H -1.992 -0.971 0.638 0.073 0.129 -0.059 0.419
H -0.791 1.645 0.885 0.178 0.026 0.036 0.449
H 3.509 -1.064 0.180 -0.163 -0.017 0.054 0.267
```
Positions in Å, forces in eV/Å.

# 4
Formula: C19H42F4N9O17
Source: the OMol25 dataset
Level of theory: wB97M-V/def2-TZVPD

Summary:
HOMO-LUMO gap (spin up / spin down) in eV: 8.4 / 9.2
⟨S²⟩: 0.75
LUMO (spin up / spin down) in hartree: -0.02523 / -0.02523
2S+1: 2

```
91
Properties=species:S:1:pos:R:3:forces:R:3:mulliken_charge:R:1
O 3.024 6.327 -2.216 0.731 -1.670 -0.200 -0.538
O -4.914 -3.466 3.511 1.548 0.391 0.850 -0.526
C -7.720 -4.940 6.764 -0.017 -0.354 0.019 -0.699
O 5.234 11.444 -8.564 0.764 -1.044 -1.177 -0.515
F 1.404 0.546 0.184 -3.494 0.976 -1.555 -0.352
H 6.904 9.572 -7.858 -0.296 -0.046 -0.078 0.251
C -0.959 -0.257 0.566 0.581 1.104 0.839 0.268
N 3.089 -0.512 -5.203 0.153 -0.962 -0.584 0.869
H -4.560 -3.979 6.042 0.062 0.202 -0.126 0.219
O 7.840 7.083 -5.644 -1.836 0.325 -0.073 -0.514
O -6.132 -4.002 8.186 -1.124 0.586 -1.179 -0.486
H -1.786 -4.305 -2.195 1.504 1.648 1.052 0.334
H 3.515 0.740 -3.557 -0.119 -0.106 -0.270 0.302
H 6.575 7.783 -3.475 0.020 -0.217 -0.126 0.296
N -2.909 -2.052 -1.023 1.797 1.818 -0.648 0.610
C -4.555 -0.142 -1.224 -0.463 0.458 1.122 -1.211
H 0.376 -0.484 -2.234 -1.309 2.292 0.733 0.070
N 5.789 10.614 -9.292 -0.197 0.844 -0.553 0.838
O 3.750 -1.395 -4.646 -0.976 1.050 -0.907 -0.519
O 2.338 -3.491 3.452 1.085 -0.556 1.132 -0.435
O 6.033 10.753 -10.497 -0.465 0.084 1.645 -0.515
H 0.984 -5.291 6.459 -0.098 0.111 -0.189 0.302
N 3.223 -3.692 4.292 -0.351 -0.749 -0.392 0.744
H -3.975 0.630 -1.896 -1.175 -1.914 1.156 0.194
H 1.470 4.322 -2.814 0.092 0.066 0.231 0.306
C 0.378 -5.362 5.554 0.124 -0.264 -0.118 -0.560
N -3.960 -3.131 4.223 -0.031 -0.199 -0.567 0.827
H -2.994 -4.617 0.375 1.665 1.848 0.831 0.273
H -5.039 -0.515 1.463 1.231 -2.058 -0.970 0.392
H 3.763 -2.486 5.917 0.128 -0.110 -0.192 0.292
C 3.927 -2.500 4.838 0.017 0.369 -0.044 -0.739
N -7.011 -3.770 7.348 0.402 0.777 0.507 0.825
H 0.257 -6.405 5.252 -0.080 0.306 0.100 0.312
O -0.994 -3.610 6.226 -0.120 -1.709 -0.420 -0.507
C 6.078 7.063 -4.129 -0.304 -0.006 0.134 -0.696
H 6.673 8.700 -9.412 -0.140 0.262 0.133 0.317
C -2.526 0.153 0.426 -0.034 0.486 0.427 -1.144
H -0.186 -2.311 1.221 -0.834 1.204 -2.258 0.103
H -5.258 -0.868 -1.823 1.680 1.433 1.043 0.349
C -1.017 -3.622 -1.624 0.726 -0.219 0.705 -1.173
N 3.330 5.131 -2.294 0.558 0.696 -0.093 0.910
H -2.326 -3.436 1.811 0.091 -0.932 -2.335 0.257
C -1.735 -2.742 -0.393 1.574 -2.860 -0.635 0.902
C 2.242 4.144 -2.063 0.030 -0.347 -0.001 -0.647
H -5.410 -2.169 0.641 2.259 1.215 0.832 0.280
H -3.301 -2.706 6.184 -0.190 -0.193 -0.251 0.272
O -2.811 -2.893 3.833 -1.566 -0.258 0.229 -0.519
H 6.293 6.036 -3.826 0.039 0.267 -0.016 0.272
H 0.377 -1.841 -0.518 -2.025 0.226 1.583 0.253
F -1.319 0.955 -2.541 4.072 -1.264 2.258 -0.273
O 4.455 4.685 -2.546 -1.325 0.837 0.278 -0.523
H -0.228 -4.344 -1.110 -1.633 1.518 -1.006 0.323
O 2.517 -0.612 -6.295 0.892 0.001 1.621 -0.513
O -2.691 -1.689 -2.298 -0.576 -0.848 2.673 -0.544
H 4.987 -2.605 4.599 -0.191 -0.082 0.156 0.294
H 5.000 7.242 -4.150 0.311 -0.051 -0.071 0.300
H 1.904 0.971 -4.318 0.313 -0.002 -0.244 0.173
C -3.531 -0.970 -0.190 -2.763 1.779 -0.148 1.008
O -1.937 -5.541 5.740 1.079 1.291 0.240 -0.537
H 5.299 8.856 -8.265 0.276 0.249 0.010 0.276
C -2.132 -3.887 0.746 0.607 -0.336 -0.136 -1.137
C -0.005 0.828 -0.277 0.521 -0.510 1.576 0.264
H -7.316 -5.854 7.204 -0.028 0.324 -0.042 0.305
O 3.579 -4.795 4.722 -0.732 1.498 -0.712 -0.472
C 6.200 9.332 -8.657 0.054 -0.218 -0.123 -0.647
H -3.941 -1.972 1.938 -1.099 0.731 -2.090 -0.094
O 5.823 7.559 -6.391 1.282 -0.528 1.038 -0.493
C -0.013 0.579 -1.898 0.223 2.303 -1.380 0.569
H -1.166 -4.579 0.855 -2.031 1.578 -0.245 0.357
C -4.509 -1.494 1.033 -0.512 0.614 0.064 -0.978
N -0.961 -4.792 5.865 -0.843 0.311 0.185 0.919
H -5.268 0.494 -0.514 1.517 -1.264 -1.490 0.348
H -4.997 -2.244 5.812 -0.007 -0.228 -0.093 0.352
H -7.550 -4.923 5.686 -0.121 0.119 0.166 0.268
H 3.514 -1.602 4.373 0.029 -0.324 0.057 0.302
H -2.594 1.135 -0.210 0.086 -1.959 1.144 0.351
F -0.281 2.234 0.110 0.796 -3.978 -1.424 -0.339
H -0.658 -0.077 1.708 -0.471 -0.219 -2.676 0.558
C -4.224 -3.005 5.682 0.175 0.218 0.309 -0.764
H 0.806 -4.772 4.741 -0.079 -0.046 0.202 0.089
O -7.356 -2.652 6.949 0.665 -1.531 0.659 -0.493
N 6.624 7.251 -5.500 0.470 0.091 -0.726 0.820
H -0.389 -2.919 -2.341 -1.668 -1.528 1.303 0.198
C -0.560 -1.793 0.213 0.728 -0.352 0.417 -0.861
H 1.859 4.306 -1.053 -0.022 0.049 -0.242 0.301
H -8.781 -4.834 7.001 0.194 0.083 -0.157 0.297
H -2.942 0.436 1.507 1.010 -0.664 -2.399 0.238
F 0.988 1.557 -2.469 -2.695 -2.317 1.463 -0.277
H 2.652 3.136 -2.162 -0.013 0.410 0.046 0.193
H 3.391 1.560 -5.150 -0.177 -0.149 0.035 0.365
C 2.966 0.794 -4.500 0.067 0.125 0.156 -0.667
```
Positions in Å, forces in eV/Å.

| no. | largest force on an atom (eV/Å) |
| --- | --- |
| 1 | 4.754 |
| 2 | 5.023 |
| 3 | 0.372 |
| 4 | 4.824 |